Density functional theory data (wB97M-V/def2-TZVPD) for a 9-piece molecular cluster, C26H60B5F20N4O4 overall.

* M: 926.81 g mol⁻¹
* orbital gap: 4.27 eV

The geometry in ORCA input format:
```
! wB97M-V def2-TZVPD RIJCOSX def2/J DEFGRID3
* xyz -1 1
C 7.477 -16.386 18.685
C 7.943 -17.823 18.259
C 9.256 -18.054 17.484
O 9.480 -19.432 17.411
C 10.419 -19.739 16.502
N 7.986 -18.680 19.538
H 8.436 -18.234 20.324
H 7.084 -19.054 19.795
H 8.515 -19.534 19.430
H 6.601 -16.415 19.333
H 7.296 -15.764 17.809
H 8.189 -15.845 19.309
H 7.155 -18.242 17.633
H 10.086 -17.553 17.981
H 9.098 -17.678 16.473
H 10.382 -20.810 16.306
H 11.371 -19.479 16.966
H 10.348 -19.231 15.541
C 4.975 -18.484 15.655
C 4.426 -18.519 14.210
C 3.121 -17.627 14.080
O 2.658 -17.696 12.771
C 1.385 -17.032 12.725
N 5.478 -17.968 13.261
H 5.728 -17.009 13.457
H 6.353 -18.441 13.436
H 5.248 -17.879 12.281
H 5.880 -19.091 15.632
H 4.251 -18.836 16.389
H 5.374 -17.488 15.851
H 4.217 -19.503 13.790
H 3.238 -16.630 14.504
H 2.421 -17.992 14.831
H 1.657 -15.977 12.694
H 0.722 -17.164 13.581
H 0.854 -17.170 11.784
C 4.851 -13.732 20.930
C 3.347 -14.145 21.145
C 2.431 -13.015 20.640
C 2.498 -12.720 19.129
C 2.043 -13.996 18.428
C 2.910 -15.255 18.633
N 3.097 -15.405 20.185
O 3.244 -16.704 20.799
C 4.314 -15.151 17.894
C 2.139 -16.482 18.138
C 2.960 -14.487 22.603
H 5.177 -13.436 19.933
H 5.488 -14.565 21.227
H 5.153 -12.818 21.440
H 2.578 -12.038 21.100
H 1.381 -13.243 20.825
H 3.458 -12.218 19.012
H 1.777 -11.915 18.983
H 2.086 -13.824 17.352
H 1.011 -14.277 18.639
H 4.800 -14.180 17.988
H 4.276 -15.295 16.814
H 4.895 -16.033 18.160
H 2.066 -16.562 17.054
H 1.116 -16.422 18.509
H 2.483 -17.489 18.374
H 1.948 -14.892 22.625
H 2.867 -13.666 23.314
H 3.535 -15.309 23.027
C 6.820 -11.432 10.887
C 6.550 -12.972 10.712
C 5.544 -13.618 11.732
C 4.161 -13.335 11.518
C 3.612 -13.825 10.104
C 4.413 -13.149 8.956
N 5.893 -13.186 9.229
O 6.785 -13.245 8.118
C 4.177 -11.602 8.842
C 4.059 -13.881 7.702
C 7.901 -13.712 10.896
H 5.936 -10.795 10.848
H 7.500 -11.018 10.142
H 7.168 -11.198 11.893
H 5.882 -13.318 12.723
H 5.618 -14.703 11.806
H 4.072 -12.261 11.680
H 3.649 -13.739 12.391
H 2.570 -13.539 9.958
H 3.481 -14.906 10.052
H 4.051 -11.213 9.852
H 3.342 -11.326 8.198
H 5.028 -11.089 8.392
H 4.395 -14.912 7.596
H 4.419 -13.374 6.806
H 2.988 -14.016 7.553
H 7.909 -14.802 10.884
H 8.285 -13.318 11.838
H 8.625 -13.467 10.119
B 4.897 -19.620 19.417
F 4.919 -18.240 19.130
F 5.693 -20.355 18.504
F 5.523 -19.933 20.608
F 3.631 -20.154 19.374
B 0.495 -13.912 14.327
F 0.758 -13.852 12.999
F 0.256 -12.650 14.872
F -0.611 -14.691 14.426
F 1.607 -14.448 14.841
B 6.341 -17.124 9.178
F 7.054 -18.183 8.692
F 7.072 -15.998 9.028
F 5.195 -17.090 8.479
F 6.249 -17.165 10.540
B 7.870 -20.245 12.563
F 7.003 -21.164 13.148
F 9.022 -20.844 12.117
F 7.232 -19.755 11.488
F 8.092 -19.289 13.489
B 7.335 -15.512 14.697
F 7.977 -14.823 15.664
F 7.696 -15.032 13.480
F 7.694 -16.858 14.834
F 5.935 -15.405 14.742
*
```

These are the Löwdin partial charges, in e, on atoms 1 to 2: -0.019, -0.216

Density functional theory data (wB97M-V/def2-TZVPD) for C26H60ClN7O3P2Ta as an isolated structure.

* M: 797.16 g mol⁻¹
* orbital gap: 5.52 eV

The geometry in ORCA input format:
```
! wB97M-V def2-TZVPD RIJCOSX def2/J DEFGRID3
* xyz -1 1
N 2.133 -2.056 1.098
C 0.921 -2.117 0.242
C 1.190 -1.379 -1.142
C 1.160 0.199 -1.027
Ta -0.937 1.161 -1.017
Cl -2.040 -1.077 -1.107
C -0.799 1.174 1.319
C 0.135 2.361 1.790
O 1.219 2.611 1.300
C -2.906 2.337 -0.837
C -4.240 1.487 -0.747
C -4.637 1.078 0.754
C -4.644 -0.452 1.011
C -3.682 -1.094 1.929
C -3.694 -2.526 2.220
C -4.698 -3.394 1.602
C -5.646 -2.787 0.680
C -5.627 -1.345 0.392
H 2.282 -2.968 1.523
H 2.077 -1.318 1.796
H 0.663 -3.202 0.066
H 0.005 -1.685 0.743
H 0.569 -1.798 -1.977
H 2.259 -1.659 -1.399
H 1.681 0.606 -1.949
H 1.810 0.512 -0.161
H -0.909 1.288 -2.875
H -0.065 2.803 -1.004
H -0.370 0.233 1.743
H -1.819 1.438 1.702
H -0.202 3.045 2.641
H -2.850 3.018 0.067
H -2.993 3.039 -1.723
H -5.077 2.184 -1.067
H -4.296 0.622 -1.455
H -4.015 1.631 1.511
H -5.696 1.430 0.940
H -2.896 -0.495 2.453
H -2.944 -2.955 2.931
H -4.716 -4.482 1.845
H -6.395 -3.465 0.198
H -6.410 -0.946 -0.303
O 1.670 -0.414 -6.194
P 2.315 0.645 -7.079
N 3.934 0.093 -6.767
C 5.159 0.869 -6.821
C 4.219 -1.262 -7.234
N 1.946 1.942 -5.994
C 2.956 2.671 -5.250
C 0.772 1.768 -5.128
N 2.927 1.842 -8.236
C 2.035 2.993 -8.506
C 3.142 1.211 -9.562
H 5.468 1.120 -7.845
H 5.982 0.306 -6.367
H 5.111 1.789 -6.249
H 4.487 -1.282 -8.300
H 3.365 -1.925 -7.096
H 5.045 -1.705 -6.667
H 3.502 2.028 -4.551
H 2.509 3.487 -4.676
H 3.659 3.173 -5.923
H 0.995 1.132 -4.267
H -0.058 1.327 -5.682
H 0.411 2.730 -4.754
H 1.025 2.667 -8.769
H 2.429 3.598 -9.328
H 1.969 3.673 -7.660
H 2.212 0.794 -9.961
H 3.874 0.404 -9.509
H 3.538 1.933 -10.278
O -1.695 -0.873 4.676
P -0.989 -0.622 6.003
N 0.600 -0.746 5.323
C 1.825 -1.138 5.998
C 0.923 0.282 4.330
N -1.442 -2.164 6.659
C -0.492 -3.226 6.929
C -2.670 -2.765 6.136
N -0.306 -0.198 7.581
C -1.183 -0.435 8.752
C 0.005 1.253 7.631
H 2.205 -0.371 6.686
H 2.614 -1.330 5.264
H 1.734 -2.069 6.549
H 1.266 1.212 4.802
H 0.067 0.526 3.706
H 1.708 -0.065 3.650
H 0.007 -3.578 6.020
H -0.983 -4.084 7.398
H 0.253 -2.912 7.665
H -2.507 -3.244 5.164
H -3.456 -2.016 6.028
H -3.059 -3.521 6.827
H -2.170 0.014 8.613
H -0.735 -0.016 9.657
H -1.312 -1.494 8.964
H -0.891 1.860 7.473
H 0.736 1.534 6.872
H 0.447 1.525 8.592
*
```

These are the Löwdin partial charges, in e, on atoms 1 to 2: -0.020, -0.321

Density functional theory data (wB97M-V/def2-TZVPD) for C26H60F2O22S6Tl as an isolated structure.

* M: 1159.53 g mol⁻¹
* orbital gap: 2.77 eV

The geometry in ORCA input format:
```
! wB97M-V def2-TZVPD RIJCOSX def2/J DEFGRID3
* xyz 1 1
Tl 2.758 1.203 0.216
F 2.313 3.949 1.578
F -0.090 0.584 0.399
O 2.203 0.589 -2.604
C 2.761 0.616 -3.736
O 2.032 0.963 -4.785
C 2.619 0.634 -6.047
C 4.108 0.358 -5.736
C 4.131 0.196 -4.257
H 2.506 1.396 -6.818
H 2.076 -0.278 -6.294
H 4.766 1.211 -5.904
H 4.568 -0.471 -6.273
H 4.808 0.971 -3.897
H 4.347 -0.818 -3.920
O 1.536 1.110 3.099
C 0.831 0.304 3.712
O 0.039 0.793 4.706
C -0.411 -0.313 5.498
C 0.560 -1.455 5.050
C 0.888 -1.194 3.669
H -1.376 -0.653 5.120
H -0.378 -0.082 6.562
H 0.140 -2.442 5.241
H 1.460 -1.501 5.662
H 0.184 -1.642 2.968
H 1.901 -1.516 3.426
O -1.796 4.810 2.785
S -1.505 5.248 4.114
O -1.757 6.619 4.502
O -2.219 4.305 5.220
C -2.020 2.899 5.032
C -3.410 2.256 5.197
C 0.338 4.823 4.304
H -1.302 2.636 5.809
H -1.429 2.692 4.140
H -3.659 2.317 6.257
H -3.454 1.201 4.924
H -4.246 2.642 4.615
H 0.884 5.544 3.696
H 0.413 3.783 3.986
H 0.369 5.017 5.376
O -4.289 -6.178 -0.967
S -3.083 -5.432 -1.271
O -2.636 -5.162 -2.636
O -3.193 -3.995 -0.411
C -4.143 -3.950 0.619
C -4.012 -2.558 1.107
C -1.629 -6.118 -0.311
H -3.853 -4.732 1.321
H -5.103 -4.053 0.113
H -4.168 -1.719 0.430
H -3.004 -2.398 1.492
H -4.663 -2.508 1.980
H -0.946 -5.271 -0.252
H -1.234 -6.870 -0.994
H -2.040 -6.549 0.602
O 4.156 -1.000 1.771
S 5.286 -1.666 2.436
O 5.295 -1.743 3.896
O 5.446 -3.289 1.861
C 5.226 -3.518 0.501
C 4.791 -4.868 0.172
C 6.910 -0.959 1.729
H 6.253 -3.258 0.244
H 4.524 -2.826 0.034
H 5.228 -5.630 0.817
H 5.179 -5.096 -0.821
H 3.705 -4.942 0.226
H 7.806 -1.500 2.033
H 7.022 0.079 2.043
H 6.733 -1.029 0.655
O 1.119 3.080 -1.572
S -0.070 3.931 -1.928
O 0.063 5.392 -1.996
O -0.855 3.310 -3.349
C -0.203 3.203 -4.556
C -1.156 2.629 -5.525
C -1.345 3.628 -0.681
H 0.647 2.562 -4.320
H 0.109 4.175 -4.940
H -1.693 1.798 -5.067
H -0.629 2.132 -6.340
H -1.978 3.294 -5.788
H -0.888 4.004 0.235
H -1.375 2.545 -0.561
H -2.316 4.091 -0.857
O -6.150 0.268 -0.653
S -5.135 1.235 -1.171
O -4.683 1.048 -2.583
O -5.700 2.747 -0.927
C -6.138 3.173 0.370
C -5.268 4.389 0.847
C -3.673 1.270 -0.070
H -6.260 2.479 1.201
H -7.085 3.643 0.104
H -4.972 5.166 0.142
H -4.389 3.945 1.313
H -5.648 4.832 1.767
H -3.382 2.276 -0.371
H -2.987 0.478 -0.369
H -3.987 1.373 0.969
O 0.943 -3.606 0.177
S 1.335 -2.608 -0.839
O 2.327 -1.658 -0.430
O 1.769 -3.461 -2.205
C 2.899 -2.948 -3.040
C 2.414 -3.124 -4.519
C -0.155 -1.709 -1.646
H 3.819 -3.497 -2.835
H 2.958 -1.870 -2.886
H 2.056 -4.111 -4.813
H 3.296 -3.035 -5.154
H 1.610 -2.475 -4.866
H 0.064 -0.642 -1.602
H -0.993 -1.967 -0.998
H -0.365 -1.951 -2.688
*
```

These are the Löwdin partial charges, in e, on atoms 1 to 2: 1.350, -0.302

Density functional theory data (wB97M-V/def2-TZVPD) for C26H60N2O6V as an isolated structure.

* M: 547.72 g mol⁻¹
* <S²>: 6.01
* orbital gap (spin up / spin down): 6.63 / 4.67 eV

The geometry in ORCA input format:
```
! wB97M-V def2-TZVPD RIJCOSX def2/J DEFGRID3
* xyz 1 5
V -5.600 25.565 -9.043
C -3.165 28.953 -7.845
C -4.456 29.610 -7.228
C -4.446 31.188 -7.326
C -5.758 31.877 -6.898
C -6.881 31.361 -7.861
C -7.029 29.801 -7.853
N -5.677 29.130 -7.985
O -5.746 27.603 -8.131
C -7.818 29.450 -9.138
C -7.979 29.401 -6.662
C -4.565 29.250 -5.772
H -2.253 29.285 -7.350
H -3.162 28.971 -8.935
H -3.321 27.909 -7.574
H -4.140 31.482 -8.330
H -3.572 31.546 -6.781
H -5.591 32.921 -7.164
H -5.998 31.800 -5.838
H -6.622 31.691 -8.867
H -7.807 31.850 -7.557
H -8.451 30.327 -9.274
H -8.416 28.540 -9.078
H -7.155 29.519 -10.000
H -8.413 28.409 -6.786
H -8.973 29.834 -6.776
H -7.557 29.602 -5.678
H -5.574 29.482 -5.429
H -3.846 29.808 -5.172
H -4.232 28.240 -5.534
C -8.169 22.756 -11.445
C -7.072 21.759 -11.033
C -7.172 20.499 -12.007
C -6.682 20.879 -13.403
C -5.179 21.226 -13.281
C -4.890 22.428 -12.327
N -5.700 22.350 -11.056
O -5.470 23.402 -10.112
C -5.201 23.667 -13.137
C -3.386 22.360 -11.980
C -7.383 21.092 -9.624
H -9.078 22.322 -11.029
H -8.189 22.997 -12.508
H -8.046 23.756 -11.029
H -8.237 20.265 -11.994
H -6.674 19.641 -11.555
H -7.258 21.687 -13.855
H -6.830 20.020 -14.058
H -4.802 21.427 -14.284
H -4.770 20.262 -12.978
H -5.125 24.485 -12.421
H -6.262 23.747 -13.374
H -4.711 23.823 -14.098
H -2.881 22.442 -12.942
H -3.264 21.453 -11.387
H -3.090 23.230 -11.395
H -8.451 21.007 -9.422
H -7.111 21.714 -8.772
H -6.836 20.185 -9.367
C -1.755 25.793 -10.587
C -2.414 25.115 -9.359
C -1.410 24.984 -8.194
O -3.538 25.916 -8.967
H -2.538 25.931 -11.332
H -0.932 25.179 -10.954
H -1.170 26.670 -10.310
H -2.764 24.104 -9.570
H -0.698 24.193 -8.430
H -1.898 24.819 -7.233
H -0.841 25.901 -8.041
H -3.158 26.685 -8.535
C -6.105 24.153 -4.954
C -5.255 25.262 -5.607
C -3.849 25.340 -5.058
O -5.282 24.787 -6.972
H -5.565 23.212 -5.059
H -7.122 24.079 -5.340
H -6.185 24.381 -3.891
H -5.690 26.258 -5.514
H -3.191 25.951 -5.675
H -3.311 24.396 -4.976
H -3.819 25.790 -4.066
H -5.004 23.884 -6.802
C -8.577 24.269 -8.207
O -7.812 25.301 -8.720
H -7.885 23.552 -7.765
H -9.327 24.692 -7.539
H -9.122 23.870 -9.062
H -8.002 26.063 -8.168
C -4.964 27.345 -11.878
O -5.761 26.480 -11.021
H -4.148 27.780 -11.300
H -4.451 26.823 -12.686
H -5.292 28.285 -12.322
H -6.552 26.270 -11.522
*
```

These are the Löwdin partial charges, in e, on atoms 1 to 2: 0.920, -0.011

no.,total energy (eV)
1,-99839.53053
2,-77152.50353
3,-148098.34444
4,-68877.28938